Entry 1:
132
Properties=species:S:1:pos:R:3:lowdin_charge:R:1 method="wB97M-V/def2-TZVPD" charge=+6 gap_ha=0.0442 spin_multiplicity=1 total_energy_ha=-3032.530004 lumo_energy_ev=-11.7
O 1.01860 -7.19504 7.35583 0.190
O 0.22209 3.95363 5.97992 0.151
O -0.02471 9.40620 -1.34637 0.110
O -5.00432 -0.91600 1.74886 0.094
O 3.15477 -4.11497 2.09973 -0.080
O 4.52229 -2.75415 1.19037 -0.104
O 0.45413 1.56715 0.97140 0.114
O 4.19741 -1.33463 7.01336 -0.021
O 2.40619 -5.14792 -4.15093 0.160
O 2.77770 1.72839 -6.28946 0.039
O 5.20172 -3.90455 2.85571 0.122
O 2.58863 0.69027 -4.33145 -0.079
O -5.30212 -3.35561 -2.51303 0.134
O 6.44284 3.12520 0.17859 0.131
O 3.45516 2.66710 -4.43903 -0.071
O -2.51783 -0.33902 -6.95685 0.153
O 4.48230 -3.28748 7.96649 -0.069
O 2.76985 -2.06918 8.58943 0.020
N 0.86754 -0.61369 0.21413 0.103
N 7.12279 2.59177 -2.06603 0.112
N -6.56963 0.66058 2.62833 0.080
N 2.36304 -4.62232 -6.53733 0.094
N 1.46595 -7.43337 5.01942 0.124
N -3.03343 1.80929 -7.87705 0.098
N -7.33064 -3.26380 -3.70061 0.128
N 0.74467 9.14265 0.93888 0.111
N -0.78614 3.42875 8.05317 0.087
C 6.94517 1.05992 -1.69234 0.076
C -0.74585 4.15790 6.70627 -0.334
C -0.30132 -5.77688 6.11122 0.016
C 7.13625 3.43257 -0.81130 -0.316
C -2.76195 1.11338 -9.17639 0.023
C -6.18570 -0.69224 2.11082 -0.361
C 1.06095 7.23597 -0.92478 0.030
C -7.25875 -1.72644 1.92508 0.028
C 4.26242 -3.62334 2.02640 -1.015
C -5.37430 -4.28038 -4.86360 0.043
C -7.28488 -1.69289 -3.58280 0.057
C -0.31452 2.01290 8.05518 0.040
C 3.81600 -2.22389 7.74673 -0.904
C -5.91203 -3.66870 -3.54072 -0.350
C -6.86244 0.69899 4.10231 0.045
C 0.50657 8.63299 -0.47537 -0.286
C 2.98024 -4.66523 -5.11669 -0.312
C 7.88722 4.78354 -0.89462 0.027
C -1.91281 5.08699 6.33547 0.034
C 1.26152 10.61673 0.78610 0.063
C -0.28951 -1.64270 -0.00690 0.082
C 1.57121 -3.36253 -6.81257 0.026
C -2.56848 0.85241 -6.74330 -0.320
C -2.11279 1.60423 -5.47113 0.037
C 4.38115 -3.96131 -5.03211 0.053
C 2.11672 -8.81409 5.32059 0.060
C 0.79784 -6.79353 6.24899 -0.358
C 0.78465 -0.27500 2.65905 0.051
C 0.66420 0.37137 1.26773 -0.351
C 2.91111 1.69342 -4.94835 -0.968
H -1.75989 5.62990 5.40276 0.095
H 1.68885 -0.85710 2.83702 0.120
H -0.12669 9.33219 1.41311 0.176
H -2.85560 2.29928 -5.07970 0.090
H 0.76637 1.94467 7.93219 0.127
H 3.17835 -8.74445 5.55762 0.119
H 0.42025 6.48247 -0.46669 0.088
H -7.51194 1.56795 4.20782 0.121
H -5.80856 -5.25662 -5.07923 0.112
H -2.55775 2.69718 -7.80301 0.177
H 1.25276 -2.75197 -5.96764 0.108
H -7.40338 0.95710 2.14146 0.178
H -5.55083 -3.69606 -5.76666 0.100
H -8.28787 -1.33544 -3.81591 0.112
H 6.44551 2.87825 -2.75837 0.178
H 1.56491 -9.31840 6.11386 0.103
H -4.29893 -4.42039 -4.75365 0.099
H -0.57581 1.58601 9.02347 0.121
H 1.43677 10.93475 1.81384 0.116
H 1.82580 -5.45818 -6.71847 0.176
H 0.75323 7.00223 -1.94398 0.096
H 1.09506 -0.17248 -0.66546 0.180
H 7.66293 5.37872 -0.00943 0.098
H 5.88838 -3.23389 2.83811 0.122
H 3.09792 -2.76506 9.16363 0.080
H 3.06333 -4.80467 -7.24191 0.173
H 0.23159 -2.45718 -0.51006 0.114
H -6.84559 -1.40485 -2.62772 0.095
H -6.69131 -1.16117 -4.32649 0.104
H -2.64264 4.34703 6.00697 0.095
H 1.92045 -9.38463 4.41281 0.101
H -1.69103 0.91099 -9.19197 0.117
H 5.87142 1.11145 -1.51205 0.100
H -2.10117 5.78867 7.14804 0.106
H -0.02989 -0.99235 2.75933 0.084
H -1.23171 -6.31548 5.93122 0.100
H 2.11934 10.57150 0.11513 0.112
H -7.46109 -0.16912 4.37819 0.110
H -5.92661 0.68937 4.66108 0.119
H 8.95443 4.70046 -1.10023 0.102
H 7.61552 0.69232 -0.91541 0.119
H -1.70272 3.42583 8.47740 0.176
H -0.52637 -1.99524 0.99694 0.091
H 2.14480 7.31862 -0.84391 0.102
H 3.03225 2.58816 -6.63242 0.097
H 7.03385 0.50156 -2.62426 0.101
H 0.70359 -3.44648 -7.46700 0.104
H -7.73026 -1.55310 0.95775 0.099
H 0.78382 0.54547 3.37664 0.099
H -1.26577 2.25946 -5.67447 0.110
H 2.16000 -6.82769 4.60525 0.182
H 5.01180 -4.33490 -5.83884 0.097
H -0.47026 -5.18487 7.01071 0.107
H 4.81575 -4.25535 -4.07672 0.106
H -7.95974 -3.64346 -3.00765 0.190
H 8.02500 2.70104 -2.50668 0.167
H -2.02320 0.90387 -4.64074 0.094
H -2.96154 1.82602 -9.97665 0.122
H -4.01752 2.00123 -7.75529 0.182
H -1.09158 -1.15395 -0.55998 0.101
H 1.37037 8.51509 1.42340 0.172
H 2.33600 -2.80905 -7.35742 0.110
H 1.71126 -1.12630 0.42738 0.171
H 0.61148 11.24675 0.17897 0.112
H -8.02579 -1.76543 2.69852 0.102
H 7.51927 5.46083 -1.66533 0.095
H -0.88840 1.52632 7.26651 0.109
H -6.73102 -2.67577 1.83354 0.111
H -3.28286 0.16021 -9.26697 0.114
H 0.67699 -7.51652 4.39432 0.163
H -0.01399 -5.08722 5.31756 0.085
H -5.91204 1.40601 2.44944 0.177
H -7.68898 -3.54775 -4.60121 0.173
H -0.19247 4.05314 8.58024 0.190
H 4.16665 -2.89292 -5.00714 0.099


Entry 2:
119
Properties=species:S:1:pos:R:3:lowdin_charge:R:1 method="wB97M-V/def2-TZVPD" s_squared=0.76 charge=+2 gap_ha="0.2441 / 0.2607" spin_multiplicity=2 total_energy_ha=-6867.886321 lumo_energy_ev="-5.6 / -5.2"
Sb -0.54521 4.73434 -1.67125 1.358
Br 0.70983 -1.35335 0.51057 0.602
Ti -1.57332 0.47351 0.76461 0.602
Cl 4.49972 1.63110 1.09023 0.574
Cl 1.99054 2.32072 -0.28480 0.518
S -1.04633 1.06817 -1.42362 0.584
Si 2.16722 -3.25927 0.36903 0.627
N -1.26472 -0.21234 2.85368 -0.154
N -3.48326 1.50252 0.69496 -0.133
N -0.87947 2.27211 1.65072 -0.156
N -2.93015 -1.14861 0.46790 -0.151
C 4.35569 -3.78035 -1.28398 -0.068
C -4.53512 0.63465 0.06761 -0.139
C -2.15338 -1.17492 3.55179 -0.171
C 1.61152 4.09584 -3.79354 -0.201
C -0.39670 -1.75728 -4.95191 -0.061
C -2.45121 5.59927 -2.19736 -0.433
C 3.14630 -2.82360 -1.19450 -0.618
C -1.12144 -1.45445 -2.67774 -0.152
C -3.08603 3.23669 2.51150 -0.132
C -1.74721 3.46990 1.81727 -0.186
C -0.86794 0.94029 3.70673 -0.155
C 0.57083 6.84474 0.27990 -0.208
C -0.02517 -0.42029 -5.00350 -0.052
C -3.91477 -0.62532 -0.52254 -0.173
C 1.68975 -5.90478 -0.39091 -0.071
C -2.58874 -2.32353 2.65190 -0.146
C -3.57178 5.22874 -1.22631 -0.210
C 3.67506 -1.37814 -1.20435 -0.111
C 3.54964 2.91628 0.35431 -0.953
C -0.07005 1.91053 2.84791 -0.154
C 2.29366 -2.97560 -2.46317 -0.088
C 0.31950 -5.12704 1.53979 -0.089
C 3.82131 -4.54154 2.20916 -0.069
C -0.25079 -4.35766 -0.72522 -0.110
C -0.21524 0.40267 -3.90397 -0.102
C 0.48644 6.57014 -1.22126 -0.444
C -3.57264 -1.92488 1.56249 -0.158
C 3.10896 -3.18295 2.01368 -0.621
C 0.93184 -4.69443 0.20017 -0.613
C -0.77500 -0.10888 -2.73398 -0.593
C 4.17879 -2.08090 2.00799 -0.098
C -0.94024 -2.27267 -3.78495 -0.085
C -3.93988 2.06300 2.00057 -0.154
C 0.16170 4.56787 -3.69128 -0.448
C 2.21133 -2.92177 3.23454 -0.103
H -4.52863 5.66589 -1.51708 0.074
H 1.76108 3.13255 -3.29917 0.031
H -1.19275 4.23423 2.36534 0.134
H -0.03568 7.37551 -1.74010 0.053
H 1.46487 -3.69596 3.39518 0.062
H -3.02774 -0.62423 3.90766 0.123
H 3.75318 -1.09560 1.80742 0.039
H -0.97210 -3.71770 -0.20669 0.042
H -4.68048 -1.37060 -0.74728 0.141
H 4.10206 3.33716 -0.47642 0.036
H -5.25451 0.37810 0.84461 0.120
H -1.22035 -3.31736 -3.73058 0.115
H -2.68861 5.25581 -3.20576 0.052
H 2.86829 -0.64371 -1.18840 0.033
H -3.30024 2.27860 0.06113 0.086
H 1.04366 -5.56997 2.22102 0.075
H -0.22939 2.50542 0.88289 0.007
H 2.29684 4.80993 -3.33232 0.059
H 2.84446 -2.89052 4.12617 0.096
H -3.06692 -3.07749 3.27813 0.136
H -1.51678 -1.89015 -1.77013 0.060
H -2.94421 3.12447 3.58646 0.111
H 1.12675 7.75883 0.49415 0.071
H 4.06827 -4.83165 -1.32369 0.074
H 1.94283 -3.99405 -2.62926 0.075
H 5.05288 -3.65003 -0.45564 0.071
H -5.07251 1.19000 -0.69974 0.142
H -1.90481 3.86587 0.81439 0.042
H 4.44816 -4.48080 3.10335 0.100
H -1.63604 -1.56195 4.43210 0.136
H 2.91136 -2.70506 -3.32474 0.101
H -0.44260 -5.88754 1.34234 0.100
H -0.42184 6.96255 0.72311 0.059
H 1.07267 6.02783 0.80725 0.045
H 0.03586 -3.85937 -1.64863 0.039
H 2.57631 -6.17126 0.18792 0.078
H -0.76603 -5.28657 -0.98843 0.102
H 1.48402 6.49754 -1.65942 0.044
H 1.02446 -6.77276 -0.38203 0.099
H 4.64595 -2.04725 2.99674 0.098
H 1.99750 -5.74129 -1.42293 0.072
H -1.77799 1.40957 4.07968 0.112
H -1.71012 -2.79946 2.20396 0.088
H 0.06862 1.44705 -3.94815 0.085
H -3.71830 4.14111 -1.19249 0.040
H 4.90326 -3.55779 -2.20397 0.100
H -2.29755 -1.79338 -0.01130 0.071
H 3.34115 3.66176 1.11126 0.028
H -0.51372 3.88660 -4.21359 0.040
H -3.64823 4.16316 2.38724 0.125
H -0.40026 -0.72302 2.65263 0.017
H -0.16880 -4.29712 2.05500 0.050
H 4.35193 -1.15571 -0.38510 0.044
H -3.38802 -0.38855 -1.44253 0.086
H 4.23223 -1.23338 -2.13509 0.099
H 3.12712 -5.36782 2.35627 0.069
H -4.04876 -2.80659 1.13060 0.138
H -3.35888 5.57489 -0.21029 0.056
H -2.32191 6.68106 -2.24627 0.053
H 0.20352 2.79767 3.42148 0.138
H 1.92026 3.98514 -4.83461 0.074
H -0.28853 0.61032 4.57121 0.141
H -4.97697 2.38322 1.89780 0.132
H 4.47621 -4.79667 1.37449 0.076
H 0.41139 -0.01177 -5.90553 0.117
H 1.70582 -1.95539 3.16094 0.039
H -3.93644 1.23832 2.71751 0.107
H -0.26489 -2.39287 -5.81712 0.115
H -4.36270 -1.30681 1.99307 0.124
H 0.03441 5.55613 -4.13630 0.060
H 0.84879 1.42875 2.50393 0.112
H 1.43285 -2.30336 -2.45773 0.054
H 4.97145 -2.27097 1.28530 0.075


Entry 3:
13
Properties=species:S:1:pos:R:3:lowdin_charge:R:1 method="wB97M-V/def2-TZVPD" gap_ha=0.3754 spin_multiplicity=1 total_energy_ha=-211.569409 lumo_energy_ev=0.9
O -2.42420 0.49989 -2.07487 -0.090
N 1.87781 -0.67042 1.24400 -0.031
C 0.43588 -0.45288 0.96920 -0.364
C 0.27633 0.06374 -0.41729 -0.133
H 2.05017 -0.92655 2.22245 0.062
H -0.07595 0.19110 1.70998 0.104
H -3.33827 0.72628 -1.78941 0.054
H 0.99142 0.89634 -0.52702 0.077
H -0.09710 -1.42272 0.94109 0.109
H 2.42318 0.18156 1.07260 0.060
H -1.84867 1.13340 -1.58940 0.022
H 0.47469 -0.67716 -1.20996 0.093
H -0.74527 0.45741 -0.55135 0.038


Entry 4:
9
Properties=species:S:1:pos:R:3:lowdin_charge:R:1 method="wB97M-V/def2-TZVPD" s_squared=2.01 gap_ha="0.2482 / 0.2623" spin_multiplicity=3 total_energy_ha=-466.416609 lumo_energy_ev="-0.3 / -3.9"
O 0.51184 -1.43255 -0.99070 0.039
O -2.83004 -0.75978 -0.01766 0.180
O 1.10707 -1.02803 0.98302 0.088
N 0.91630 2.24492 0.38357 0.177
N 1.18433 -0.85683 -0.17084 -0.362
N -1.85643 -0.09907 0.09409 -0.009
C -0.87804 0.55281 0.09438 -0.034
C 0.10968 1.43923 0.26440 -0.281
H 1.73529 -0.06072 -0.64025 0.201